53
Properties=species:S:1:pos:R:3:lowdin_charge:R:1 method="wB97M-V/def2-TZVPD" e_lumo_ha=0.0969 total_charge=-1 de_lowest_kcal_mol=29.9
Cl -0.0099 -0.1830 -0.7421 0.637
O 1.4684 -0.2499 -0.6886 -0.369
O -0.5530 -1.4628 -0.4474 -0.348
O -0.4977 0.8751 0.1154 -0.365
O -0.4855 0.1571 -2.0334 -0.350
C -1.3881 -1.8354 -5.1718 -0.177
O -1.8430 -0.7243 -5.8703 -0.119
H -2.2395 -2.4573 -4.8953 0.080
H -0.7001 -2.3852 -5.8141 0.068
H -0.8211 -1.4823 -4.3105 0.074
H -2.6216 -0.9717 -6.3744 0.069
C 1.1812 3.5574 -2.5303 -0.163
O 1.8750 3.9660 -3.6866 -0.120
H 1.8472 3.2930 -1.7089 0.064
H 0.5322 4.3773 -2.2225 0.079
H 0.6623 2.6009 -2.5935 0.066
H 2.7338 3.5383 -3.6503 0.069
C 3.9498 1.3474 1.0637 -0.160
O 2.8961 2.1980 0.6305 -0.144
H 3.6351 0.8612 1.9871 0.066
H 4.2291 0.5778 0.3441 0.075
H 4.8094 1.9815 1.2806 0.073
H 2.1689 1.6446 0.3363 0.027
C -4.3207 -1.4046 0.1558 -0.152
O -3.8445 -0.8117 -1.0485 -0.136
H -5.4037 -1.4638 0.0475 0.068
H -3.9140 -2.4096 0.2684 0.071
H -4.1232 -0.6865 0.9517 0.077
H -2.8859 -0.7643 -1.0713 0.034
C -1.1234 -4.3031 1.6457 -0.154
O -2.0733 -5.3708 1.7746 -0.134
H -0.6231 -4.4189 0.6842 0.071
H -1.6505 -3.3525 1.5645 0.073
H -0.4053 -4.3067 2.4657 0.077
H -1.5347 -6.1625 1.7061 0.060
C 2.2726 -3.2079 1.3527 -0.165
O 2.4428 -4.4443 2.0014 -0.133
H 2.3299 -2.3995 2.0816 0.086
H 3.0633 -3.0537 0.6185 0.077
H 1.3119 -3.1208 0.8451 0.050
H 2.4512 -5.1811 1.3860 0.070
C -1.2275 4.2017 1.4426 -0.156
O -1.7355 4.7363 2.6673 -0.133
H -0.1448 4.1059 1.3603 0.071
H -1.6808 3.2321 1.2364 0.078
H -1.6082 4.8610 0.6625 0.074
H -1.6601 5.6929 2.6971 0.064
C 1.0564 2.0118 3.4658 -0.160
O 0.3853 0.8402 3.0356 -0.115
H 2.0556 2.1467 3.0518 0.054
H 0.4306 2.8825 3.2701 0.059
H 1.1903 1.9534 4.5460 0.073
H 0.1401 0.9738 2.1171 0.020

---

67
Properties=species:S:1:pos:R:3:lowdin_charge:R:1 method="wB97M-V/def2-TZVPD" e_lumo_ha="-0.2580 / -0.2117" spin_multiplicity=3 total_charge=+1 de_lowest_kcal_mol=89.7
V -0.2853 -0.4813 -1.6651 1.240
N 0.1384 0.8090 -0.1923 -0.334
S 1.1430 2.0147 -0.0594 0.501
O 2.4530 1.6431 0.5122 -0.212
O 0.5404 3.3277 0.1673 -0.208
F 1.3631 2.0029 -1.6218 -0.175
S 0.0563 0.7363 1.5770 0.608
O -0.4012 1.7799 2.4308 -0.181
O 1.0555 -0.1159 2.1712 -0.230
F -1.3016 -0.1905 1.6280 -0.189
N 1.5300 -0.8900 -2.4021 -0.360
S 2.9966 -1.3156 -1.5016 0.695
O 3.9744 -0.2120 -1.4595 -0.202
O 3.3557 -2.7327 -1.4615 -0.199
F 2.1428 -1.1674 -0.1254 -0.209
S 2.2440 -1.1947 -3.7633 0.447
O 2.2981 -2.5437 -4.2193 -0.199
O 3.2793 -0.3340 -4.2585 -0.192
F 1.0360 -0.6632 -4.6505 -0.181
C -3.6272 -1.3168 -0.9744 -0.050
O -2.5556 -0.3106 -0.9780 -0.188
H -4.0130 -1.5567 0.0164 0.094
H -4.5752 -1.0542 -1.4440 0.096
H -3.2047 -2.2142 -1.4264 0.088
H -3.0424 0.4906 -0.7713 0.019
C 0.1993 -3.4835 -0.9913 -0.069
O -0.1612 -2.2512 -0.4072 -0.216
H 0.5216 -3.2094 -1.9958 0.078
H 0.9019 -4.0450 -0.3755 0.119
H -0.7316 -4.0490 -0.9514 0.101
H -0.4615 -2.5162 0.4652 0.063
C -0.9134 -1.1515 4.6193 -0.152
O -2.1051 -1.6187 4.1081 -0.118
H -0.6993 -1.5744 5.6009 0.100
H -0.1351 -1.5874 3.9929 0.076
H -0.7865 -0.0740 4.5139 0.088
H -2.8278 -1.2122 4.5919 0.114
C -3.4433 2.7068 0.3356 -0.121
O -4.1161 1.8614 -0.5304 -0.122
H -2.5584 2.1467 0.6380 0.065
H -3.1959 3.5141 -0.3537 0.095
H -3.9987 3.2104 1.1268 0.108
H -4.8459 1.4973 -0.0240 0.107
C 3.9423 3.2318 -3.4725 -0.200
O 3.9415 3.9222 -2.2944 -0.100
H 2.8790 3.1903 -3.7087 0.067
H 4.4475 3.6832 -4.3263 0.086
H 4.2377 2.2009 -3.2769 0.070
H 4.7987 3.7908 -1.8826 0.089
C 3.2926 2.0906 4.2542 -0.166
O 2.0975 1.4715 4.6330 -0.124
H 3.4822 3.1151 4.5746 0.086
H 3.9856 1.5171 4.8698 0.076
H 3.6586 1.9763 3.2339 0.071
H 2.0652 0.5446 4.3852 0.060
C -1.9206 -4.3814 2.0678 -0.125
O -1.4400 -3.0741 1.9732 -0.154
H -1.3523 -5.1044 1.4828 0.083
H -1.7591 -4.6105 3.1212 0.096
H -2.9732 -4.4096 1.7862 0.086
H -1.6534 -2.6132 2.7879 0.019
C -1.8361 1.8555 -3.3029 -0.072
O -0.7010 1.0445 -3.1415 -0.182
H -1.6221 2.7807 -3.8380 0.118
H -2.7579 1.4013 -3.6666 0.115
H -1.9032 2.2972 -2.3087 0.087
H -0.1530 1.4047 -3.8425 0.118

---

50
Properties=species:S:1:pos:R:3:lowdin_charge:R:1 method="wB97M-V/def2-TZVPD" e_lumo_ha="0.1003 / 0.0965" spin_multiplicity=2 total_charge=-1 de_lowest_kcal_mol=5.9
C 3.2137 2.8500 -0.5029 -0.160
O 2.1085 2.7403 0.3662 -0.144
H 3.3104 3.9138 -0.7201 0.086
H 4.1852 2.4316 -0.2397 0.080
H 3.2310 2.3547 -1.4737 0.073
H 2.4077 2.8572 1.2709 0.112
C 0.8463 -2.9851 3.1717 -0.146
O -0.0347 -3.9224 3.8204 -0.140
H 0.8076 -3.0379 2.0836 0.053
H 0.8427 -1.9516 3.5179 0.052
H 1.8499 -3.2586 3.4973 0.072
H 0.4315 -4.7359 4.0264 0.059
C 1.2903 0.9138 3.6388 -0.178
O 0.4298 1.3369 2.5850 -0.118
H 1.8275 -0.0138 3.4414 0.057
H 2.0687 1.6107 3.9494 0.063
H 0.7220 0.6254 4.5230 0.071
H 0.7294 0.8981 1.7854 0.013
C -1.4311 0.3069 -4.0037 -0.322
O -0.2072 0.3610 -3.3067 -0.329
H -2.1874 -0.4156 -3.6970 0.042
H -1.8810 1.2940 -3.8965 0.062
H -1.2648 0.1311 -5.0664 0.038
H 0.5316 0.3233 -3.9186 0.006
C -0.8863 3.5960 -0.1627 -0.167
O 0.2929 4.3505 -0.4632 -0.150
H -0.8882 2.7174 -0.8078 0.051
H -0.9213 3.3629 0.9015 0.073
H -1.7795 4.1770 -0.3921 0.073
H 1.0444 3.8684 -0.1104 -0.014
C -3.3271 1.0186 0.0689 -0.243
O -4.0219 1.1987 -1.0631 -0.114
H -2.4075 0.4904 -0.1834 0.061
H -3.1833 1.9913 0.5393 0.080
H -3.7279 0.3534 0.8338 0.073
H -4.1493 0.3727 -1.5355 0.074
C -0.2253 -4.6438 -1.6800 -0.236
O -0.1923 -4.4731 -0.2891 -0.149
H 0.3469 -3.9247 -2.2662 0.066
H -0.0461 -5.7083 -1.8312 0.067
H -1.2709 -4.6170 -1.9867 0.060
H -0.9868 -4.8063 0.1344 0.085
C 0.4975 -0.6664 -0.1092 -0.673
O 1.2017 -0.9738 0.8949 -0.045
N 0.5866 0.5752 -0.6315 0.164
N -0.3068 -1.4674 -0.7646 0.196
H 1.3810 1.1483 -0.3852 0.066
H 0.0697 0.8997 -1.4362 0.057
H -0.6122 -1.0232 -1.6187 0.072
H -0.3157 -2.4443 -0.5081 0.070

---

56
Properties=species:S:1:pos:R:3:lowdin_charge:R:1 method="wB97M-V/def2-TZVPD" e_lumo_ha="-0.1221 / -0.3456" spin_multiplicity=2 total_charge=+1
C -0.0629 0.0185 0.4369 -0.139
O 1.1548 0.4419 -0.1531 -0.128
H -0.3244 -1.0046 0.1667 0.066
H 0.0059 0.0901 1.5223 0.064
H -0.8291 0.7095 0.0854 0.086
H 1.3810 1.2528 0.3083 0.022
C 0.7716 -1.3813 -2.8467 -0.161
O 0.2455 -0.0916 -2.8170 -0.121
H 0.5926 -1.8087 -3.8332 0.092
H 1.8534 -1.4227 -2.7199 0.088
H 0.2411 -2.0138 -2.1350 0.068
H 0.1867 0.1215 -1.8828 0.029
C 2.7132 2.4247 -2.9490 -0.160
O 2.8296 1.0764 -3.3766 -0.114
H 2.2655 2.5270 -1.9604 0.044
H 3.6748 2.9375 -2.9290 0.077
H 2.1023 2.9750 -3.6646 0.082
H 1.9543 0.6855 -3.4281 0.026
C -3.0359 -2.4891 -1.5233 -0.135
O -4.4646 -2.4126 -1.5176 -0.134
H -2.4930 -1.8727 -0.8068 0.061
H -2.7958 -3.5446 -1.3951 0.083
H -2.7214 -2.3302 -2.5547 0.089
H -4.8418 -3.2670 -1.7396 0.095
C -0.4386 -5.1530 1.8683 -0.855
O 0.2317 -5.9807 1.3116 0.056
N -0.9900 -5.3972 2.9946 0.173
N -0.6610 -3.9700 1.4053 0.163
H -0.7895 -6.2693 3.4630 0.134
H -1.5327 -4.6510 3.4053 0.110
H -0.2924 -3.9303 0.4658 0.118
H -1.3894 -3.4162 1.8328 0.109
C -5.2800 1.1031 -1.0396 -0.879
O -5.6598 2.2322 -1.0000 0.064
N -5.9512 0.1298 -1.4780 0.181
N -4.0854 0.7437 -0.7869 0.173
H -6.7686 0.4297 -1.9899 0.132
H -5.6633 -0.8329 -1.5803 0.081
H -3.4781 1.5486 -0.7277 0.117
H -3.7442 -0.1400 -1.1373 0.073
C 1.9726 0.8514 4.1960 -0.607
O 2.1274 0.0644 5.1113 0.393
N 2.3114 0.5655 2.9574 0.294
N 1.5462 2.0612 4.3262 0.261
H 2.4194 1.3883 2.3817 0.099
H 2.6833 -0.3717 2.8980 0.167
H 1.5607 2.3849 5.2828 0.157
H 1.1867 2.6261 3.5701 0.159
C 3.4370 3.6239 0.5201 -0.720
O 2.5677 2.7702 0.7343 -0.017
N 4.6867 3.7215 1.0073 0.173
N 3.1667 4.6831 -0.1122 0.195
H 5.3555 4.4697 0.8939 0.123
H 4.9664 2.9197 1.5541 0.111
H 3.8616 5.4161 -0.1095 0.136
H 2.2395 4.7583 -0.5055 0.146

---

Computed total energy, in the same sequence as the records: -45898.732, -124437.876, -28171.109, -37106.004 eV.